134
Properties=species:S:1:pos:R:3:lowdin_charge:R:1 method="wB97M-V/def2-TZVPD" mol_weight_da=5573.98 charge=0
Br -5.896 -7.597 -6.510 0.543
Br -7.223 2.857 6.535 0.551
Br -3.285 0.931 -6.712 0.574
Br -1.091 -5.076 -1.080 0.558
Br -10.779 -3.309 -5.692 0.563
Br 9.066 9.490 0.118 0.517
Br -1.099 -2.864 -4.384 0.607
Br -3.594 -9.567 -7.512 0.571
Br -6.061 -4.400 -1.455 0.593
Br -5.613 3.909 3.992 0.567
Br -12.889 -9.548 3.087 0.569
Br -2.876 -11.595 3.318 0.580
Br -8.736 -0.626 4.629 0.607
Br -9.743 -9.055 3.218 0.546
Br -3.088 4.489 -9.460 0.565
Br -0.622 0.163 -8.296 0.591
Br 0.651 7.792 -13.116 0.564
Br -5.166 9.614 -14.494 0.565
Br 12.889 9.230 4.979 0.563
Br 11.838 10.798 2.409 0.542
Br -7.938 -4.692 -6.150 0.514
Br -3.837 -1.086 2.672 0.529
Br -4.038 -9.569 1.150 0.531
Br -7.116 -3.702 1.473 0.584
Br 11.936 8.085 -0.069 0.538
Br -0.431 1.654 -5.481 0.578
Br 5.257 -5.706 10.568 0.579
Br 5.267 -3.527 8.227 0.709
Br -4.856 -9.931 -4.602 0.572
Br -10.885 -12.031 3.103 0.568
Br 4.656 3.616 3.764 0.857
Br -4.879 -0.254 5.570 0.570
Br -0.425 3.723 -11.042 0.575
Br 8.801 4.505 4.852 0.615
Br 14.825 9.690 2.481 0.564
Br -4.516 -3.336 4.822 0.569
Br -10.503 -5.780 -7.700 0.581
Br -4.237 -3.393 -4.598 0.560
Br -6.988 0.392 2.166 0.612
Br -2.010 8.557 -11.532 0.546
Br 6.042 3.214 0.861 0.599
Br -0.980 -10.485 1.002 0.544
Br -10.096 1.093 2.311 0.600
Br -9.910 -5.862 -2.895 0.555
Br -8.740 4.492 4.254 0.563
Br 9.503 7.005 -1.824 0.572
Br -6.189 10.438 -11.588 0.565
Br 11.672 4.247 3.480 0.580
Br 0.843 9.282 -10.301 0.563
Br 4.210 -2.744 11.136 0.581
Br -2.114 -4.277 1.831 0.562
Br -2.201 -5.849 -4.547 0.610
Br -5.802 7.363 -12.330 0.550
Br 5.752 10.870 -0.477 0.545
Br -9.654 -8.015 -0.551 0.559
Br 7.488 11.869 -2.958 0.559
Br 9.346 5.853 2.002 0.575
Br -0.234 5.214 -8.228 0.575
Br 5.445 6.144 1.971 0.570
Br 6.934 13.830 -0.502 0.570
Br -1.019 -7.226 1.276 0.547
Br -5.942 -6.595 0.847 0.569
Br -10.827 -5.113 0.071 0.567
S 2.529 2.206 4.538 0.601
P 3.264 -3.585 3.059 0.932
O 5.416 0.412 2.810 0.233
O 1.785 -3.495 2.265 -0.352
O 1.263 1.771 5.085 -0.350
O 5.508 -1.891 2.221 0.274
O 3.057 3.265 5.430 -0.539
O 3.388 -0.743 2.584 0.232
N 7.226 -2.081 4.792 -0.106
C -9.610 -6.144 -1.013 -1.634
C -2.480 -4.017 -5.078 -1.596
C 3.644 0.788 4.699 -0.135
C 5.435 -3.838 10.129 -1.613
C -7.304 3.270 4.655 -1.653
C -4.390 -8.683 -5.995 -1.652
C -9.637 -4.236 -6.942 -1.625
C 2.830 -3.394 4.853 -0.263
C -6.259 9.116 -12.988 -1.644
C -0.160 8.043 -11.385 -1.646
C -11.151 -10.198 2.569 -1.654
C -8.731 -0.193 2.750 -1.595
C 7.336 -0.914 3.880 -0.075
C -4.948 -1.573 4.172 -1.663
C 5.897 4.332 2.433 -1.560
C 6.252 12.377 -1.568 -1.634
C -1.237 3.976 -9.312 -1.636
C 10.318 8.549 -1.010 -1.607
C -5.849 -4.717 0.432 -1.593
C 10.104 5.345 3.700 -1.601
C -2.779 -10.986 1.492 -1.616
C 13.360 10.397 3.517 -1.631
C -0.881 -5.359 0.816 -1.599
C 6.288 -1.786 5.861 -0.191
C -1.434 0.416 -6.564 -1.638
B 6.077 -0.830 2.928 -0.500
B 4.163 -1.932 2.558 -0.597
B 4.154 0.159 3.330 -0.647
H 6.435 -3.539 10.408 -0.029
H -2.414 -3.981 -6.155 -0.024
H 2.369 -2.409 5.000 0.040
H -7.281 9.071 -13.335 -0.033
H 8.293 -0.913 3.356 0.125
H 2.397 2.620 3.252 0.065
H 8.141 -2.155 5.221 0.104
H 13.696 11.328 3.950 -0.033
H 6.324 -2.590 6.618 -0.083
H -11.111 -10.172 1.490 -0.054
H 0.117 -5.034 1.081 -0.056
H 7.295 -0.017 4.522 0.114
H -8.612 -5.788 -0.796 -0.104
H -4.860 -4.375 0.705 -0.083
H -0.135 7.087 -10.881 -0.081
H -9.437 -3.553 -7.754 -0.031
H -5.968 -1.607 3.818 -0.126
H 1.286 -2.799 2.717 0.046
H -8.961 -1.102 2.211 -0.049
H 3.739 -3.491 5.442 0.003
H -1.409 -0.538 -6.060 -0.109
H 6.499 -0.849 6.401 0.098
H 4.515 1.154 5.248 0.090
H 10.419 6.254 4.191 -0.035
H 5.355 12.730 -2.053 -0.032
H 3.168 0.057 5.355 0.105
H 6.877 4.359 2.891 -0.138
H 2.103 -4.171 5.079 0.043
H 5.255 -1.754 5.489 0.068
H -1.212 3.019 -8.808 -0.098
H 10.597 9.223 -1.806 -0.029
H -3.055 -11.819 0.863 -0.031
H -3.646 -8.017 -5.587 -0.118
H -7.518 2.346 4.136 -0.117

68
Properties=species:S:1:pos:R:3:nbo_charge:R:1 method="wB97M-V/def2-TZVPD" mol_weight_da=490.62 charge=0 e_above_lowest_kcal_mol=546.9
S 4.411 1.972 0.675 0.324
O 1.628 2.276 -0.268 -0.784
O 0.111 -1.666 -1.669 -0.656
O -4.365 -1.897 -0.371 -0.556
O -6.019 0.396 -0.111 -0.509
O 0.667 -2.366 2.598 -0.521
O -4.788 2.760 0.012 -0.500
N 1.636 -0.139 -1.857 -0.616
N 0.196 0.603 0.709 -0.392
C 3.464 1.123 1.876 -0.122
C -4.209 4.048 -0.400 -0.254
C -1.929 0.489 -0.656 -0.006
C -5.864 -2.374 -0.182 -0.234
C -2.739 1.766 -0.314 -0.353
C -0.416 0.666 -0.556 -0.134
C -4.735 0.442 -0.081 0.169
C 1.191 1.424 0.953 0.694
C 3.309 -0.205 -3.653 -0.381
C -0.101 -0.486 1.478 -0.239
C 5.311 0.100 1.943 -0.230
C -2.457 -0.695 -0.531 -0.250
C -6.602 0.775 1.037 -0.192
C 4.699 0.174 -2.792 -0.457
C 5.732 0.669 0.916 -0.328
C 4.044 0.385 2.556 -0.269
C 1.974 1.669 2.016 -0.550
C 2.565 -0.807 -2.612 -0.082
C -0.565 -3.263 2.435 -0.269
C -4.003 1.743 -0.273 0.295
C 4.972 -0.926 -2.092 -0.355
C 0.255 -0.411 -1.544 0.671
C -3.932 -0.616 -0.611 0.297
C 3.612 -1.321 -1.519 -0.412
C 0.872 -1.562 1.589 -0.103
H -3.797 4.215 -1.286 0.182
H 1.678 1.187 2.856 0.231
H 5.819 -0.778 -0.964 0.178
H -6.210 -1.955 0.621 0.179
H -0.570 -3.916 3.240 0.195
H 1.866 -1.321 1.848 0.204
H -0.209 1.440 -1.122 0.267
H 1.997 0.750 -1.592 0.415
H 5.468 0.593 -3.387 0.211
H 2.007 2.652 2.458 0.284
H 0.815 -2.083 0.664 0.180
H -1.289 -0.664 1.492 0.270
H -0.101 0.127 2.571 0.186
H -1.544 -2.797 2.455 0.180
H 5.526 -1.705 -2.774 0.203
H -7.686 0.656 1.015 0.195
H -5.150 4.792 -0.141 0.207
H 6.031 -0.758 2.563 0.193
H 4.583 1.055 -2.131 0.215
H -6.352 2.178 1.170 0.141
H -5.889 -3.443 -0.554 0.217
H -6.292 -1.868 -1.020 0.195
H 6.615 0.922 0.350 0.254
H 1.850 -1.676 -2.875 0.240
H 3.473 -0.921 -0.614 0.203
H -3.403 4.146 0.550 0.183
H 3.468 -0.806 -4.363 0.198
H 3.564 -2.446 -1.188 0.211
H -6.137 0.409 1.770 0.148
H -2.202 2.573 -0.484 0.212
H 3.723 -0.547 3.402 0.230
H -1.997 -1.831 -0.640 0.299
H -0.381 -3.735 1.357 0.187
H 2.801 0.806 -3.943 0.216

Values for HOMO-LUMO gap, eV, ordered as above
8.143; 8.373
Values for highest occupied orbital energy, eV, ordered as above
-8.671; -7.992